The following is a DFT calculation (wB97M-V/def2-TZVPD) of C15H23N5O2PRhS4 as an isolated structure.

XYZ file:
```
51
Properties=species:S:1:pos:R:3:lowdin_charge:R:1
C 2.3481 -2.1423 1.5564 -0.227
H -4.4407 -0.2894 -4.3545 0.085
H -2.8843 -1.3703 1.4314 0.110
C 2.6750 4.2974 -1.0737 -0.363
C 3.0942 -3.3460 2.0243 0.007
H 3.9908 -3.4657 1.4169 0.092
O -2.8800 1.3212 -2.9809 -0.412
C 0.0472 -2.8228 2.3457 0.027
C -2.7927 -0.1108 -2.9798 -0.301
N 6.2223 -0.4167 -0.0033 0.107
H -3.1487 1.3511 1.8774 0.015
H -4.0194 -1.7932 -3.5231 0.082
C -4.6088 1.9162 0.3902 -0.298
N 2.0173 2.1241 -0.9730 -0.297
C -1.8253 -1.5883 1.5079 -0.039
C -1.3397 -2.5656 2.3193 -0.038
C -4.1162 -0.7074 -3.3963 -0.073
H 1.5976 1.6034 -2.9641 0.088
H 3.4038 -3.2357 3.0722 0.110
N 4.2774 -0.9878 1.0998 -0.018
H -2.4989 -0.4664 -1.9932 0.077
H 6.6588 -0.1699 -0.8764 0.102
C 2.4396 3.2256 -0.2875 -0.246
S 2.3432 3.9309 -2.7130 1.075
C -4.2202 1.2719 1.6980 -0.084
H -4.8808 -0.5224 -2.6410 0.073
N 2.8916 -1.0500 1.1600 -0.043
O -3.8917 1.3187 -0.7107 -0.424
C -0.9231 -0.7811 0.6990 -0.602
H 4.7886 -1.1919 1.9376 0.156
H -5.6676 1.7832 0.1826 0.116
H 6.7919 -0.8308 0.7195 0.117
H -4.3973 2.9896 0.4242 0.104
N 0.4121 -1.2402 0.6098 -0.139
H 0.4487 -3.5408 3.0476 0.120
H 2.4872 -4.2387 1.9470 0.090
C 1.9180 2.3513 -2.2499 -0.547
P -3.0061 2.2549 -1.6967 0.542
H 2.5486 3.1793 0.7897 0.118
H -1.3229 -0.5260 -0.2692 0.050
H -2.0062 -3.1465 2.9410 0.120
H -4.7474 1.7734 2.5159 0.086
S -1.0686 2.1921 -0.8415 0.200
S 3.9837 -0.1391 -1.3758 0.704
C 0.8759 -2.1011 1.4916 -0.254
C 4.8790 -0.5334 -0.0290 -0.855
H -4.5121 0.2127 1.7283 0.072
S -0.5125 0.9880 1.4184 0.485
H 3.0189 5.2798 -0.7673 0.083
Rh 1.5542 0.3152 0.0342 0.928
H -2.0026 -0.3600 -3.6861 0.117
```

E_HOMO (spin up / spin down): -9.3 / -9.9 eV
Net charge: +1
LUMO energy (spin up / spin down): -0.1306 / -0.1800 Eh
2S+1: 6
Calculated total energy: -83102.9643 eV

The following is a DFT calculation (wB97M-V/def2-TZVPD) of C15H23NO2 as an isolated structure.

XYZ file:
```
41
Properties=species:S:1:pos:R:3:lowdin_charge:R:1
C 2.1074 2.1881 -3.8208 -0.424
H -0.4881 -3.5638 3.2308 0.110
C 0.1930 -0.4682 3.9202 -0.212
H -2.5796 1.3497 -5.3394 0.059
H -2.0326 -2.6073 4.0342 0.185
C -0.2031 -1.3664 3.0254 -0.607
O 1.5033 1.5972 -2.9442 0.029
H 1.1117 0.2554 1.3817 0.187
C 1.7427 3.6194 -3.8146 -0.018
C -0.6558 0.2633 -2.3328 -0.266
H -3.7193 -0.1873 -3.6074 0.160
H -0.4760 -1.5592 -0.4102 0.170
C 0.2229 1.0997 -3.3231 -0.037
N 0.4751 -1.7274 1.9613 -0.064
H 1.6421 -1.2299 0.3894 0.104
C -2.0143 1.0743 -4.5091 -0.042
H -0.3888 0.7536 3.8699 0.212
C -0.1325 -0.4913 0.0084 -0.216
C -0.0199 -1.0206 5.2886 -0.256
H 0.6927 -0.7165 5.9225 0.063
C -0.4172 1.3427 -4.5180 0.062
C -0.7145 -2.6121 3.7914 -0.090
C -2.6021 0.3526 -3.5317 -0.064
H -2.2359 -0.5664 -1.5947 0.090
H -0.3717 -2.8776 6.0288 -0.002
H 1.3894 -0.4851 3.6845 0.175
C -1.7788 -0.0347 -2.3149 -0.073
H 0.9456 -2.8327 5.1375 0.158
H 1.8152 3.9536 -2.9798 -0.012
H 1.4537 -2.2837 2.2547 0.225
H 3.0647 2.0418 -3.5675 0.102
H -1.1057 -0.1692 0.3772 0.126
H -1.0653 -0.4895 5.6778 0.171
H 1.9782 1.9037 -4.9299 0.156
C -0.1768 -2.4655 5.2557 -0.181
H -0.0494 1.7133 -5.3111 0.016
O 0.1682 0.1663 -1.2395 -0.041
H -1.1692 -0.9979 2.4971 0.175
C 0.8353 -0.9268 0.9231 -0.291
H 2.2628 4.2864 -4.5465 0.126
H 0.7926 3.7183 -4.0250 0.032
```

E_HOMO: -8.4 eV
LUMO energy: 0.0293 Eh
2S+1: 1
Calculated total energy: -21498.0722 eV

The following is a DFT calculation (wB97M-V/def2-TZVPD) of C15H24AuN5O10P3 as an isolated structure.

XYZ file:
```
58
Properties=species:S:1:pos:R:3:lowdin_charge:R:1
H 1.8419 -0.2733 3.9130 0.099
C -0.7051 -3.8030 -3.3971 -0.108
H -1.2249 5.9679 -0.7632 0.126
P -0.0681 -1.9310 -0.8961 1.063
H -0.9248 2.0184 4.5096 0.169
H 0.0144 -1.2242 -3.2193 0.103
H 1.2841 1.7249 -1.1461 0.106
N 0.9687 -4.4370 -1.2839 -0.069
C 1.5745 -4.1734 -2.5818 -0.106
H -1.9134 0.6888 4.3581 0.150
C 1.2410 3.6874 -0.3045 -0.028
H -1.3261 -3.0766 -3.9158 0.150
N -1.2915 -4.1413 -2.1110 -0.133
C -0.4571 2.8193 -1.7640 -0.147
O -0.9046 0.4833 -2.0196 -0.270
O -1.4662 -1.6034 4.0754 -0.125
N 0.9994 5.9148 0.6942 -0.336
C 1.0114 0.2598 4.3751 -0.065
C -0.0549 0.4954 3.3190 -0.494
H -0.2862 -5.9670 -1.9735 0.143
C 0.5017 4.8471 -0.1978 -0.133
H -2.0663 -3.2087 -0.3873 0.107
C -0.3761 -5.0348 -1.4179 -0.124
C 0.6557 -1.8969 -2.6479 -0.219
H -2.2494 -2.2839 -1.8724 0.103
H 1.9187 3.1622 2.2294 0.073
O -0.8283 1.9859 1.2953 -0.380
C -1.1650 4.0113 -1.6749 0.018
O -1.3995 1.8301 -3.7141 0.116
O 0.1379 -2.0734 2.1278 -0.314
H 2.1770 3.5949 0.2284 0.119
H 2.0602 -2.9779 -0.2445 0.115
H -0.7604 -5.2451 -0.4227 0.145
N 0.6423 -3.2215 -3.1866 -0.039
H -1.6889 1.7245 3.0514 0.130
H -1.2121 -2.5092 4.2917 0.097
Au -1.1707 0.0950 -0.0039 0.996
O 1.1521 2.7673 2.6683 -0.116
C -1.5719 -2.9370 -1.3214 -0.280
H 1.6700 -1.5022 -2.6026 0.117
O 0.4826 7.0074 0.6105 0.101
H 0.6755 -3.6395 0.6437 0.085
P -0.8088 -1.0895 2.6959 0.309
C -0.6875 5.0376 -0.8758 0.027
H 0.6348 -0.3428 5.2027 0.085
O -1.9858 -0.6214 1.8320 -0.406
O 1.4835 0.7937 1.0318 -0.305
C 0.7483 2.6626 -1.0895 -0.049
C 1.0412 -3.3492 -0.3407 -0.241
O 1.8703 5.6166 1.4930 0.068
H -2.0942 4.1239 -2.2174 0.131
H -0.6035 -4.7005 -4.0041 0.144
H 1.3947 1.2066 4.7575 0.086
N -1.2413 1.2856 3.8748 0.191
H 1.6255 -5.0823 -3.1737 0.147
C -0.9780 1.6831 -2.5940 -0.563
H 2.5612 -3.7328 -2.4724 0.147
P 0.5164 1.5268 1.8739 0.288
```

E_HOMO (spin up / spin down): -11.4 / -11.7 eV
Net charge: +1
LUMO energy (spin up / spin down): -0.0859 / -0.2404 Eh
2S+1: 3
Calculated total energy: -75423.2224 eV